A cluster of 2 separate species, C2H3PS in total at a distorted geometry, computed with ωB97M-V/def2-TZVPD.

```
! RIJCOSX wB97M-V def2-TZVPD def2/J DEFGRID3
* xyz 0 1
S -1.240 0.105 0.783
P 2.355 0.871 0.635
C 1.730 -0.523 0.993
C -1.499 0.331 -0.812
H 1.721 -1.524 1.223
H -2.326 -0.087 -1.478
H -0.741 0.828 -1.344
*
```

Results
gap between HOMO and LUMO: 7.895 eV
maximum force: 4.7 eV/A
relative energy (zero: lowest compared OMol25 entry of this formula, charge and spin): 38.3 kcal/mol
DFT total energy: -22242.914 eV
HOMO level: -8.456 eV